DFT (ωB97M-V/def2-TZVPD) results for an isolated molecule of C6H10.

Last column: Mulliken charge in e.
Element x y z (Å)
C1 -1.55026 0.51132 0.59984  -0.46
C2 -0.57435 1.00879 -0.59055  -0.37
C3 0.87108 0.92405 -0.32450  -0.70
C4 1.24783 -0.16108 0.64791  -0.43
C5 0.66933 -1.32185 -0.17268  -0.89
C6 -1.17204 -0.30730 -0.53313  -0.15
H1 -0.99251 0.47402 1.52973  0.07
H2 -2.59743 0.78186 0.75282  0.31
H3 -0.91911 1.76221 -1.29750  0.37
H4 0.74964 -0.49642 -1.16569  0.34
H5 1.45300 1.85216 -0.33212  0.34
H6 0.86722 -0.07522 1.67734  0.19
H7 2.33890 -0.24082 0.72585  0.33
H8 0.00533 -2.06116 0.28954  0.32
H9 1.50257 -1.92165 -0.58165  0.38
H10 -1.89917 -0.72891 -1.22521  0.35

Cartesian forces (eV/Å) of the 3 atoms listed first:
C -0.02 -0.08 0.18
C 0.10 -0.06 -0.18
C 0.06 0.14 0.17

Properties
Charge: 0
Gap between HOMO and LUMO (spin up / spin down), eV: 7.91 / 7.91
HOMO (spin up / spin down), eV: -7.300 / -7.300
Max |F|, eV Å⁻¹: 0.3